(1)
ORCA calculation (ωB97M-V/def2-TZVPD) on a molecular structure, C3HFLaO2.

CARTESIAN COORDINATES (ANGSTROEM)
1 C -0.3701 0.8685 0.0379
2 C -0.5783 -0.1484 -0.8289
3 O -0.1273 -1.4330 -0.4685
4 C 0.5649 -1.6628 0.6299
5 O 0.2990 0.7063 1.1316
6 F -1.2865 1.8614 0.0844
7 H -1.2590 -0.1163 -1.6716
8 La 2.7574 -0.0757 1.0852

Cartesian forces, eV/Å:
C -1.54 -1.32 1.74
C 0.15 0.45 -1.08
O 0.63 -0.05 2.88
C 1.03 1.37 -2.72
O 2.06 0.44 -0.23
F 1.04 0.01 -0.65
H 0.29 -0.26 0.22
La -3.66 -0.65 -0.16

Its total charge is +1. The value obtained for the frontier orbital gap (spin up / spin down) is 4.832 / 4.838 eV. As for the energy relative to the best compared isomer or geometry (same formula, charge and spin): 0.0 kcal per mole. The value obtained for the HOMO energy (spin up / spin down) is -10.53 / -10.50 eV.

=====

(2)
ORCA calculation (ωB97M-V/def2-TZVPD) on C3HFN2O2 in the gas phase.

CARTESIAN COORDINATES (ANGSTROEM)
1 O -0.1253 -2.2800 -1.9066
2 C 0.4559 -1.3156 -1.5543
3 F 1.5664 -0.8688 -2.2199
4 N 0.1050 -0.4018 -0.6239
5 C 0.1991 -0.1593 0.6149
6 C -0.4154 0.9511 1.2375
7 N -1.0073 1.9448 1.3892
8 O -1.5539 2.9129 1.7556
9 H 0.7753 -0.7834 1.3074

Cartesian forces, eV/Å:
O -0.08 -0.21 0.11
C 0.82 0.15 -0.18
F -0.48 -0.21 0.42
N -0.67 1.19 0.64
C 0.88 -1.48 -0.75
C -0.68 0.95 -0.47
N 0.99 -1.53 0.42
O -0.75 1.23 0.03
H -0.05 -0.08 -0.22

Its total charge is 0. The value obtained for the frontier orbital gap is 9.560 eV. As for the energy relative to the best compared isomer or geometry (same formula, charge and spin): 56.4 kcal per mole. The value obtained for the HOMO energy is -10.65 eV. The SMILES is O=C(F)/N=C/C#[N+][O-].

=====

(3)
ORCA calculation (ωB97M-V/def2-TZVPD) on C3HFO in the gas phase.

CARTESIAN COORDINATES (ANGSTROEM)
1 C 1.5686 -0.0861 0.0457
2 C 0.4056 0.1218 -0.1635
3 C -0.9662 0.1298 -0.1675
4 O -1.8117 -1.2921 -0.0122
5 F -1.7785 1.1382 -0.0056
6 H 2.5822 -0.0116 0.3031

Cartesian forces, eV/Å:
C -0.14 0.64 -0.05
C -0.09 0.05 0.11
C -6.75 -7.89 1.45
O 4.94 7.56 -1.10
F 1.28 -0.04 -0.41
H 0.76 -0.33 0.01

Its total charge is 0. The value obtained for the frontier orbital gap (spin up / spin down) is 9.370 / 8.057 eV. As for the energy relative to the best compared isomer or geometry (same formula, charge and spin): 84.3 kcal per mole. The value obtained for the HOMO energy (spin up / spin down) is -10.88 / -9.70 eV. The SMILES is C#CC(=O)F.

=====

(4)
ORCA calculation (ωB97M-V/def2-TZVPD) on a molecular structure, C3HFOPm.

CARTESIAN COORDINATES (ANGSTROEM)
1 O -3.1305 1.2623 0.6611
2 C -2.1486 0.6163 0.2669
3 C -1.1734 -0.0406 -0.1784
4 C -0.0081 -0.7785 -0.4052
5 H -0.1688 -1.7372 -0.9300
6 F 4.2791 0.6843 0.5307
7 Pm 2.3502 -0.0065 0.0549

Cartesian forces, eV/Å:
O 3.37 -2.25 -1.26
C -4.04 2.92 1.39
C 3.42 -2.56 -0.60
C -2.87 1.32 0.29
H -0.45 0.19 0.04
F 0.25 0.10 0.09
Pm 0.33 0.28 0.06

Its total charge is 0. As for the multiplicity: 6. The value obtained for the frontier orbital gap (spin up / spin down) is 6.151 / 6.224 eV. The value obtained for the HOMO energy (spin up / spin down) is -6.86 / -7.47 eV.